No. 1
The following is a quantum chemistry calculation of a single C3H4S molecule in a non-equilibrium geometry, from the OMol25 dataset.

Each line ends with the Löwdin charge.
CARTESIAN COORDINATES (ANGSTROEM)
C (0.961, -0.241, 0.626)  -0.42
C (-1.642, 1.279, -0.097)  -0.35
C (1.615, -1.152, -0.059)  -0.14
S (-0.782, 0.101, 0.794)  0.83
H (-1.187, 1.685, -1.015)  0.03
H (-2.574, 1.256, 0.353)  -0.05
H (2.648, -1.054, 0.055)  0.02
H (0.961, -1.874, -0.657)  0.08

Forces on atoms 1 to 3 (eV/Å):
-2.738 1.724 -0.214
4.142 -1.725 -0.390
-3.092 -0.323 -0.424

Multiplicity = 1
LUMO (spin up / spin down) = -0.16 / -0.46 eV
Calculated total energy = -14006.109 eV
Highest occupied orbital energy (spin up / spin down) = -8.400 / -7.956 eV
Energy above the lowest of the compared OMol25 structures with the same formula, charge and spin = 334.8 kJ/mol


No. 2
The following is a quantum chemistry calculation of 2 unconnected molecules or ions with the total composition C19H29N2 in a non-equilibrium geometry, from the OMol25 dataset.

Each line ends with the Löwdin charge.
CARTESIAN COORDINATES (ANGSTROEM)
C (-3.758, -2.994, -0.315)  -0.21
C (-3.089, -4.276, -0.807)  -0.20
C (-1.559, -4.260, -0.648)  -0.13
C (-0.906, -2.900, -0.813)  -0.24
N (0.446, -2.854, -0.774)  -0.10
C (1.304, -4.028, -0.712)  -0.15
C (2.741, -3.489, -0.699)  -0.15
C (2.646, -1.963, -0.545)  -0.16
C (1.155, -1.600, -0.619)  -0.18
C (-1.661, -1.754, -0.961)  -0.07
C (-3.143, -1.772, -1.026)  -0.23
H (-4.831, -3.040, -0.526)  0.11
H (-3.630, -2.896, 0.771)  0.12
H (-3.497, -5.136, -0.259)  0.11
H (-3.333, -4.415, -1.871)  0.12
H (-1.329, -4.651, 0.358)  0.12
H (-1.143, -5.001, -1.346)  0.12
H (1.114, -4.617, 0.200)  0.12
H (1.147, -4.707, -1.561)  0.12
H (3.297, -3.935, 0.129)  0.11
H (3.243, -3.746, -1.636)  0.11
H (3.042, -1.647, 0.424)  0.10
H (3.198, -1.451, -1.337)  0.10
H (0.964, -0.908, -1.451)  0.09
H (0.853, -1.077, 0.303)  0.12
H (-1.189, -0.779, -1.083)  0.06
H (-3.473, -1.810, -2.080)  0.11
H (-3.538, -0.845, -0.591)  0.10
C (0.718, 2.391, -2.027)  0.01
N (0.552, 3.224, -0.839)  -0.13
C (-0.373, 4.350, -0.961)  0.00
C (1.300, 2.983, 0.219)  0.05
C (1.102, 3.558, 1.523)  -0.19
C (-0.180, 3.935, 2.004)  -0.02
C (-0.317, 4.579, 3.230)  -0.04
C (0.802, 4.801, 4.042)  -0.03
C (2.066, 4.365, 3.619)  -0.04
C (2.215, 3.750, 2.380)  -0.01
H (0.067, 2.785, -2.804)  0.10
H (1.762, 2.396, -2.368)  0.12
H (0.444, 1.349, -1.815)  0.09
H (-0.432, 4.592, -2.025)  0.10
H (-1.379, 4.077, -0.619)  0.11
H (-0.030, 5.223, -0.396)  0.12
H (2.177, 2.348, 0.035)  0.16
H (-1.068, 3.709, 1.419)  0.11
H (-1.305, 4.909, 3.555)  0.12
H (0.688, 5.305, 5.003)  0.12
H (2.931, 4.505, 4.268)  0.12
H (3.190, 3.414, 2.031)  0.12

Forces on atoms 1 to 3 (eV/Å):
0.280 0.235 -0.146
-0.031 0.170 -0.202
-0.162 -0.269 0.319

Multiplicity = 1
LUMO = -4.76 eV
Calculated total energy = -23146.492 eV
Highest occupied orbital energy = -9.122 eV
Energy above the lowest of the compared OMol25 structures with the same formula, charge and spin = 52.6 kJ/mol
Total charge = +1


No. 3
The following is a quantum chemistry calculation of 3 unconnected molecules or ions with the total composition C17H43ClO7Si2, from the OMol25 dataset.

Each line ends with the Löwdin charge.
CARTESIAN COORDINATES (ANGSTROEM)
C (-0.735, 6.818, 1.589)  -0.07
C (-1.292, 6.708, 3.013)  -0.27
O (-2.712, 6.652, 3.063)  -0.22
C (-3.246, 5.437, 2.547)  -0.33
Si (-3.318, 4.045, 3.803)  0.57
O (-1.810, 3.409, 4.054)  -0.42
Si (-1.191, 1.924, 3.781)  0.09
Cl (0.088, 2.084, 2.163)  0.38
C (-0.241, 1.258, 5.211)  -0.29
C (0.334, -0.147, 4.897)  -0.26
C (1.806, -0.301, 5.294)  -0.20
C (2.801, 0.201, 4.245)  -0.17
C (2.707, -0.490, 2.898)  -0.26
O (2.991, -1.869, 3.054)  -0.18
C (3.456, -2.487, 1.869)  -0.10
H (-0.044, 7.657, 1.508)  0.07
H (-0.204, 5.921, 1.272)  0.07
H (-1.551, 6.985, 0.885)  0.08
H (-1.026, 7.584, 3.602)  0.12
H (-0.871, 5.833, 3.525)  0.10
H (-2.700, 5.106, 1.653)  0.08
H (-4.270, 5.638, 2.217)  0.09
H (-3.842, 4.523, 5.095)  -0.02
H (-4.222, 2.995, 3.271)  -0.02
H (-2.255, 0.989, 3.369)  0.01
H (0.553, 1.954, 5.497)  0.08
H (-0.926, 1.207, 6.063)  0.08
H (0.227, -0.368, 3.830)  0.07
H (-0.258, -0.904, 5.410)  0.11
H (1.975, 0.267, 6.213)  0.11
H (2.026, -1.344, 5.528)  0.11
H (2.671, 1.277, 4.087)  0.11
H (3.816, 0.054, 4.623)  0.12
H (3.410, -0.027, 2.194)  0.13
H (1.705, -0.373, 2.468)  0.06
H (3.286, -3.560, 1.966)  0.09
H (4.529, -2.309, 1.728)  0.09
H (2.918, -2.126, 0.985)  0.07
C (1.288, 1.162, -3.294)  -0.11
O (0.526, -0.023, -3.414)  -0.19
C (1.298, -1.211, -3.361)  -0.20
C (1.265, -1.855, -1.992)  -0.20
O (1.867, -1.046, -0.997)  -0.20
C (0.942, -0.309, -0.217)  -0.14
H (0.588, 1.981, -3.136)  0.09
H (1.980, 1.114, -2.450)  0.08
H (1.858, 1.357, -4.209)  0.09
H (2.336, -1.005, -3.648)  0.13
H (0.879, -1.913, -4.089)  0.11
H (1.820, -2.797, -2.034)  0.13
H (0.229, -2.084, -1.719)  0.12
H (0.422, -0.961, 0.494)  0.09
H (0.201, 0.198, -0.840)  0.09
H (1.512, 0.434, 0.337)  0.05
C (-1.596, -6.372, -6.676)  -0.11
O (-2.553, -5.584, -5.994)  -0.19
C (-2.126, -5.134, -4.722)  -0.21
C (-1.633, -3.704, -4.753)  -0.20
O (-0.468, -3.555, -5.546)  -0.21
C (-0.719, -3.037, -6.840)  -0.10
H (-1.940, -6.480, -7.703)  0.09
H (-0.610, -5.900, -6.675)  0.08
H (-1.514, -7.367, -6.224)  0.09
H (-1.338, -5.788, -4.331)  0.13
H (-2.982, -5.195, -4.044)  0.13
H (-1.382, -3.397, -3.733)  0.12
H (-2.429, -3.045, -5.116)  0.13
H (-0.948, -1.967, -6.795)  0.09
H (-1.545, -3.559, -7.327)  0.08
H (0.189, -3.179, -7.424)  0.09

Forces on atoms 1 to 3 (eV/Å):
0.014 -0.040 0.021
0.048 -0.111 0.104
-0.003 0.028 -0.113

SMILES string = CCOC[SiH2]O[Si@@H](Cl)CCCCCOC.COCCOC.COCCOC
Multiplicity = 1
LUMO = 0.72 eV
Calculated total energy = -60937.027 eV
Highest occupied orbital energy = -9.212 eV


No. 4
The following is a quantum chemistry calculation of a gas-phase ion, C4H11N5O (charge +2) in a non-equilibrium geometry, from the OMol25 dataset.

Each line ends with the Löwdin charge.
CARTESIAN COORDINATES (ANGSTROEM)
C (-1.373, 0.614, -0.102)  -0.06
C (3.080, 0.121, -0.156)  -0.35
C (4.136, -0.564, 0.573)  0.07
C (-3.696, 0.825, 0.534)  0.04
N (-0.346, -0.179, -0.292)  0.09
N (-2.620, 0.144, -0.122)  -0.16
N (1.848, -0.443, -0.116)  0.10
N (-2.874, -1.049, -0.652)  0.22
N (0.804, 0.302, -0.466)  0.06
O (3.165, 1.194, -0.790)  0.24
H (-1.189, 1.651, 0.074)  0.16
H (4.557, 0.083, 1.414)  0.17
H (3.581, -1.534, 0.862)  0.13
H (5.045, -0.871, 0.052)  0.13
H (-4.113, 1.767, 0.051)  0.15
H (-4.496, -0.032, 0.412)  0.14
H (-3.471, 0.810, 1.664)  0.15
H (1.760, -1.395, 0.359)  0.22
H (-3.776, -1.363, -0.769)  0.12
H (-2.201, -1.412, -1.304)  0.14
H (2.179, 1.330, -1.225)  0.23

Forces on atoms 1 to 3 (eV/Å):
-1.986 1.195 -0.522
-0.296 -0.375 -0.173
-0.159 -1.340 1.371

SMILES string = C/C(O)=[NH+]/N=N/C=[N+](/C)N
Multiplicity = 1
LUMO (spin up / spin down) = -10.00 / -10.09 eV
Calculated total energy = -13802.967 eV
Highest occupied orbital energy (spin up / spin down) = -17.647 / -17.335 eV
Energy above the lowest of the compared OMol25 structures with the same formula, charge and spin = 486.0 kJ/mol
Total charge = +2


No. 5
The following is a quantum chemistry calculation of a single C6H13N molecule in a non-equilibrium geometry, from the OMol25 dataset.

Each line ends with the Löwdin charge.
CARTESIAN COORDINATES (ANGSTROEM)
C (-2.841, 0.127, -0.728)  -0.13
C (-1.473, 0.586, -0.256)  -0.28
C (-0.296, -0.216, -0.830)  -0.18
C (0.960, -0.121, 0.014)  -0.31
C (1.412, -1.223, 0.607)  -0.18
N (2.706, -1.429, 1.181)  0.01
C (1.384, 1.254, 0.449)  -0.06
H (-2.980, 0.263, -1.806)  0.07
H (-2.981, -0.945, -0.551)  0.07
H (-3.696, 0.634, -0.287)  0.07
H (-1.502, 0.619, 0.833)  0.11
H (-1.369, 1.620, -0.574)  0.10
H (-0.675, -1.239, -0.713)  0.10
H (-0.080, -0.037, -1.880)  0.12
H (0.817, -2.114, 0.782)  0.11
H (3.253, -0.572, 1.169)  0.06
H (3.234, -2.057, 0.586)  0.07
H (0.554, 1.644, 1.054)  0.07
H (1.457, 2.043, -0.299)  0.08
H (2.118, 1.163, 1.249)  0.07

Forces on atoms 1 to 3 (eV/Å):
-0.291 -0.648 -0.766
-0.426 1.100 -0.660
-0.858 -0.866 1.939

SMILES string = CCC/C(C)=C/N
Multiplicity = 1
LUMO = 1.06 eV
Calculated total energy = -7921.734 eV
Highest occupied orbital energy = -8.037 eV
Energy above the lowest of the compared OMol25 structures with the same formula, charge and spin = 106.0 kJ/mol